Formula: C10H40N10O10
Source: the Open Molecules 2025 dataset
Level of theory: ωB97M-V/def2-TZVPD

Calculated values
- Maximum force: 0.0401 hartree/bohr
- SMILES: NC(N)=O.NC(N)=O.NC(N)=O.NC(N)=O.NC(N)=O.CO.CO.CO.CO.CO
- ΔE to the lowest compared entry with this formula, charge and spin: 1.636 eV

The geometry in XYZ format:
```
70
C10H40N10O10 ωB97M-V/def2-TZVPD
C 4.32 -0.86 2.99
O 5.06 0.07 3.75
H 4.52 -1.91 3.23
H 3.24 -0.70 3.12
H 4.51 -0.75 1.92
H 5.63 -0.45 4.33
C 2.71 -3.90 -0.80
O 3.62 -4.39 0.19
H 2.83 -2.88 -1.14
H 2.77 -4.61 -1.63
H 1.70 -3.91 -0.37
H 3.55 -5.35 0.19
C 0.83 -1.05 0.49
O -0.15 -0.46 -0.32
H 0.40 -1.91 1.02
H 1.79 -1.35 0.08
H 1.18 -0.34 1.25
H -0.87 -0.12 0.24
C 0.24 -0.91 4.46
O -0.79 -1.89 4.34
H 1.15 -1.40 4.83
H 0.57 -0.57 3.47
H -0.09 -0.16 5.17
H -0.39 -2.72 4.06
C 4.11 -0.16 -1.76
O 3.97 -1.12 -2.78
H 3.27 0.52 -1.61
H 4.32 -0.71 -0.83
H 4.98 0.49 -1.94
H 4.72 -1.72 -2.78
C -1.76 4.34 1.06
O -0.92 4.14 1.94
N -2.15 3.32 0.22
N -2.48 5.48 0.90
H -2.46 3.61 -0.68
H -1.72 2.43 0.43
H -2.53 6.19 1.60
H -2.90 5.61 0.00
C 0.67 3.21 -1.91
O 0.29 4.39 -1.89
N 0.79 2.48 -0.77
N 0.97 2.53 -3.04
H 0.91 1.48 -0.77
H 0.66 2.98 0.09
H 1.24 1.57 -2.96
H 0.78 3.06 -3.88
C -2.68 0.85 2.38
O -2.06 0.70 1.33
N -3.97 0.39 2.57
N -2.21 1.57 3.42
H -4.34 -0.06 1.75
H -4.40 0.52 3.46
H -1.46 2.25 3.33
H -2.75 1.55 4.27
C -2.57 -3.71 -1.51
O -2.43 -4.05 -0.35
N -3.24 -4.45 -2.47
N -2.11 -2.53 -2.03
H -3.31 -4.32 -3.45
H -3.65 -5.29 -2.07
H -1.52 -1.97 -1.45
H -2.27 -2.44 -3.01
C -1.93 0.81 -3.84
O -1.03 0.11 -4.30
N -2.08 1.14 -2.54
N -2.85 1.39 -4.70
H -1.30 0.82 -1.99
H -2.75 1.83 -2.28
H -2.84 1.10 -5.65
H -3.33 2.21 -4.39
```